{"formula": "C12H11PS", "method": "ωB97M-V/def2-TZVPD", "molar_mass_g_mol": 218.3, "spin_multiplicity": 1, "e_above_lowest_kj_mol": 319.9, "total_charge": 0, "homo_ev": [-8.24, -7.36], "orbital_gap_ev": [7.38, 7.30], "fmax_ev_per_a": 6.8, "elements": ["C", "C", "C", "C", "C", "C", "C", "C", "C", "C", "C", "C", "P", "S", "H", "H", "H", "H", "H", "H", "H", "H", "H", "H", "H"], "positions_angstrom": [[-3.038695, -1.893079, -0.007790], [0.951944, 3.546034, 0.382824], [-2.560151, -1.491752, -1.255412], [-2.150855, -2.350707, 0.905292], [1.982506, 3.250631, -0.562590], [0.361585, 2.542325, 1.093118], [-1.172400, -1.440039, -1.498317], [-0.829370, -2.431749, 0.641932], [2.156262, 1.875801, -0.884972], [0.631664, 1.175675, 0.812418], [-0.263406, -1.946029, -0.529698], [1.520822, 1.017112, -0.176949], [1.501374, -1.953311, -1.042879], [2.296105, -2.755367, 0.731710], [-4.025690, -1.745926, 0.278276], [0.864433, 4.521629, 0.747465], [-3.314357, -0.999535, -2.031727], [-2.483840, -2.393694, 2.012559], [2.455198, 4.093246, -1.017172], [-0.352018, 2.835130, 1.874107], [-0.573419, -0.902833, -2.251892], [-0.309834, -2.612179, 1.573419], [2.862534, 1.691106, -1.723842], [0.097545, 0.474343, 1.439742], [3.392065, -2.106832, 0.490379]], "atomic_forces_ev_per_a": [[0.8107, 0.1776, -1.7582], [2.7884, -0.9048, -0.9481], [-0.7427, 1.9398, -2.1223], [-1.5010, 0.3323, 3.0849], [-2.5176, -0.7259, 1.1847], [-0.9816, -1.1222, 0.4896], [0.7607, -0.1749, 0.9182], [1.5967, 0.3127, 1.2487], [3.4747, 4.8475, -3.3423], [-1.2779, 2.1157, 1.4507], [-0.5176, -0.4048, -0.8483], [-1.6445, -5.1405, 1.2152], [-0.9030, 0.8212, 0.8460], [-0.8998, -0.4145, 0.0664], [-1.7721, 0.1433, 0.1301], [-0.4655, 1.5268, 0.0899], [1.7916, -1.2003, 1.7280], [0.4782, -0.5019, -1.9941], [0.5759, 0.0229, -0.5323], [0.2556, -0.3983, -0.2232], [-1.4171, -0.2686, -0.5345], [1.0179, -0.4364, -0.4558], [-0.5456, -0.3877, 0.7428], [0.3155, -0.5903, -0.3962], [1.3200, 0.4312, -0.0397]], "mulliken_charge": [-0.3548, -0.5752, -0.5970, -0.5038, -0.2921, -0.2621, -0.3341, -0.1486, -0.6254, -0.3615, 0.5339, 0.3127, 0.1249, -0.2573, 0.4552, 0.3733, 0.2102, 0.2078, 0.3831, 0.3160, 0.2952, 0.2495, 0.3301, 0.3783, 0.1418]}